<A>
{"formula": "C4H7O4P", "method": "the ωB97M-V functional and the def2-TZVPD basis", "species": ["C", "C", "C", "C", "O", "O", "O", "O", "P", "H", "H", "H", "H", "H", "H", "H"], "coordinates": [[-2.509, 1.019, 0.235], [-1.398, 0.317, 0.561], [-1.085, -1.073, 0.147], [1.553, 1.015, -0.535], [2.122, -0.977, 1.274], [3.958, -0.242, -0.342], [2.027, -1.568, -1.248], [1.443, 2.108, 0.013], [2.488, -0.604, -0.177], [-2.720, 1.987, 0.509], [-3.243, 0.597, -0.506], [-1.993, -1.490, -0.481], [-0.845, -1.730, 1.173], [-0.093, -0.959, -0.350], [1.037, 0.848, -1.506], [-0.742, 0.752, 1.235]], "gap_ha": 0.20044, "homo_energy_ev": 0.52, "total_charge": -2}

<B>
{"formula": "C4H7O4P", "method": "the ωB97M-V functional and the def2-TZVPD basis", "species": ["C", "C", "C", "C", "O", "O", "O", "O", "P", "H", "H", "H", "H", "H", "H", "H"], "coordinates": [[-1.134, 0.209, 1.417], [-1.426, 0.529, 0.100], [-1.661, -0.434, -1.016], [1.227, 0.854, 0.339], [1.502, -1.446, -1.213], [2.429, -1.572, 1.054], [3.513, 0.039, -0.494], [1.215, 1.377, 1.427], [2.239, -0.711, -0.133], [-0.977, 0.964, 2.089], [-1.311, -0.893, 1.647], [-2.399, -1.221, -0.900], [-0.765, -0.875, -1.612], [-2.244, 0.193, -1.792], [1.010, 1.342, -0.697], [-1.218, 1.645, -0.216]], "gap_ha": 0.20742, "homo_energy_ev": 0.83, "total_charge": -2}

Which of them is least stable? Easy: <B>.

<A>
{"formula": "C3H5NO", "method": "the ωB97M-V functional and the def2-TZVPD basis", "species": ["O", "C", "C", "N", "C", "H", "H", "H", "H", "H"], "coordinates": [[-2.015, 0.398, 2.430], [-1.662, 0.235, 1.346], [0.700, -1.047, 0.247], [0.768, 0.120, -0.392], [-0.075, 0.751, -1.195], [1.558, -1.365, 0.821], [-0.086, -1.727, -0.034], [1.571, 0.676, -0.126], [0.205, 1.720, -1.577], [-0.965, 0.239, -1.521]], "gap_ha": 0.29378, "homo_energy_ev": -6.95, "total_charge": 0}

<B>
{"formula": "C3H5NO", "method": "the ωB97M-V functional and the def2-TZVPD basis", "species": ["C", "N", "C", "H", "H", "H", "C", "O", "H", "H"], "coordinates": [[0.146, 0.681, 0.914], [0.360, 1.867, 1.209], [0.189, 1.335, -0.346], [0.007, -0.320, 1.324], [-0.724, 1.617, -0.867], [1.087, 1.305, -0.961], [-0.266, -1.629, -0.312], [-0.239, -0.850, -1.232], [0.651, -2.118, 0.068], [-1.210, -1.887, 0.205]], "gap_ha": 0.38411, "smiles": "C1=NC1.C=O", "homo_energy_ev": -9.90, "total_charge": 0}

<C>
{"formula": "C3H5NO", "method": "the ωB97M-V functional and the def2-TZVPD basis", "species": ["C", "C", "C", "N", "O", "H", "H", "H", "H", "H"], "coordinates": [[0.483, -1.194, 0.088], [1.603, -0.109, 0.372], [-1.457, 0.216, -0.239], [1.248, 0.656, -0.659], [-0.715, -1.015, -0.112], [1.229, 0.306, 1.353], [2.596, -0.711, 0.210], [-0.636, 1.087, -0.528], [-2.118, 0.536, 0.515], [-2.233, 0.229, -1.000]], "gap_ha": [0.26849, 0.28579], "homo_energy_ev": [-7.62, -8.25], "total_charge": 0}

Which of them is least stable? Easy: <C>.

<A>
{"formula": "C3H5NO", "method": "the ωB97M-V functional and the def2-TZVPD basis", "species": ["C", "C", "C", "N", "O", "H", "H", "H", "H", "H"], "coordinates": [[2.274, 0.146, -0.031], [1.061, -0.301, -0.059], [-2.543, 0.195, -0.075], [-0.202, 0.424, 0.066], [-1.323, -0.348, 0.007], [3.141, -0.552, -0.111], [2.488, 1.181, 0.057], [-2.627, 1.237, 0.059], [-3.279, -0.661, 0.161], [1.011, -1.320, -0.074]], "gap_ha": [0.32485, 0.28140], "homo_energy_ev": [-8.54, -8.04], "total_charge": 0}

<B>
{"formula": "C3H5NO", "method": "the ωB97M-V functional and the def2-TZVPD basis", "species": ["C", "N", "C", "C", "O", "H", "H", "H", "H", "H"], "coordinates": [[1.420, -0.110, -0.334], [0.835, 1.009, -0.358], [-0.514, 0.760, 0.089], [-0.681, -0.763, 0.000], [0.684, -1.247, -0.184], [2.369, 0.169, 0.094], [-1.207, 1.346, -0.503], [-0.539, 1.118, 1.129], [-1.064, -1.225, 0.914], [-1.303, -1.059, -0.848]], "gap_ha": 0.38507, "smiles": "C1=NCCO1", "homo_energy_ev": -9.50, "total_charge": 0}

Which of them is least stable? Easy: <A>.

<A>
{"formula": "C3H5NO", "method": "the ωB97M-V functional and the def2-TZVPD basis", "species": ["C", "C", "N", "C", "O", "H", "H", "H", "H", "H"], "coordinates": [[0.090, -0.114, 1.014], [-0.021, -0.800, -0.345], [0.208, 0.312, -1.304], [0.214, 1.463, -0.631], [0.075, 1.304, 0.688], [-0.748, -0.305, 1.687], [1.027, -0.333, 1.532], [0.740, -1.565, -0.513], [-1.001, -1.246, -0.535], [-0.584, 1.284, -1.591]], "gap_ha": 0.38242, "homo_energy_ev": -9.51, "total_charge": 0}

<B>
{"formula": "C3H5NO", "method": "the ωB97M-V functional and the def2-TZVPD basis", "species": ["O", "C", "C", "N", "C", "H", "H", "H", "H", "H"], "coordinates": [[-0.365, 1.807, 1.259], [-0.129, 0.814, 0.638], [-0.800, -0.591, 0.532], [0.286, -0.889, -0.402], [0.900, 0.362, -0.383], [-0.825, -1.186, 1.455], [-1.799, -0.584, 0.070], [0.637, -1.778, -0.705], [1.545, 0.878, -1.095], [0.559, 1.352, -1.625]], "gap_ha": 0.31126, "homo_energy_ev": -8.22, "total_charge": 0}

<C>
{"formula": "C3H5NO", "method": "the ωB97M-V functional and the def2-TZVPD basis", "species": ["C", "N", "O", "H", "H", "H", "C", "C", "H", "H"], "coordinates": [[-1.552, -0.817, 0.556], [-0.697, 0.058, 0.159], [-1.278, 1.027, -0.652], [-2.626, -0.591, 0.220], [-1.198, -1.649, 1.066], [-0.507, 1.404, -1.145], [2.117, -0.288, 0.333], [1.826, 0.471, -0.534], [1.992, -0.940, 1.128], [1.924, 1.326, -1.131]], "gap_ha": 0.38799, "smiles": "C=NO.C#C", "homo_energy_ev": -9.54, "total_charge": 0}

<D>
{"formula": "C3H5NO", "method": "the ωB97M-V functional and the def2-TZVPD basis", "species": ["C", "C", "C", "O", "N", "H", "H", "H", "H", "H"], "coordinates": [[1.263, 0.164, 0.493], [0.090, -0.562, 0.689], [-0.603, 0.450, -0.850], [0.378, 1.128, -1.208], [-1.768, 0.245, -1.193], [-2.405, -0.398, -0.755], [2.084, -0.213, -0.099], [1.458, 1.074, 1.044], [-0.558, -0.291, 1.512], [0.061, -1.597, 0.369]], "gap_ha": 0.31406, "homo_energy_ev": -9.07, "total_charge": 0}

Which of them is least stable? Easy: <C>.

<A>
{"formula": "C3H5NO", "method": "the ωB97M-V functional and the def2-TZVPD basis", "species": ["O", "C", "C", "C", "N", "H", "H", "H", "H", "H"], "coordinates": [[-0.831, -0.593, 1.777], [-0.550, -0.273, 0.647], [0.902, -0.525, 0.045], [0.981, 0.548, -0.956], [-1.348, 0.308, -0.278], [1.593, -0.543, 0.895], [0.823, -1.523, -0.409], [1.534, 1.415, -0.558], [-0.816, 0.591, -1.130], [-2.288, 0.595, -0.033]], "gap_ha": 0.30853, "homo_energy_ev": -9.23, "total_charge": 0}

<B>
{"formula": "C3H5NO", "method": "the ωB97M-V functional and the def2-TZVPD basis", "species": ["N", "C", "C", "C", "O", "H", "H", "H", "H", "H"], "coordinates": [[2.647, -0.806, -0.349], [1.695, -0.157, -0.244], [0.468, 0.630, -0.091], [-0.715, -0.194, 0.491], [-1.837, -0.194, -0.361], [0.695, 1.498, 0.536], [0.167, 1.018, -1.070], [-1.048, 0.262, 1.426], [-0.383, -1.215, 0.722], [-1.688, -0.841, -1.061]], "gap_ha": 0.43212, "smiles": "N#CCCO", "homo_energy_ev": -11.06, "total_charge": 0}

Which of them is least stable? Easy: <A>.

<A>
{"formula": "C3H5NO", "method": "the ωB97M-V functional and the def2-TZVPD basis", "species": ["C", "C", "N", "H", "H", "H", "C", "O", "H", "H"], "coordinates": [[1.085, -1.306, -0.777], [1.092, -0.683, 0.373], [1.155, -0.134, 1.472], [1.537, -0.865, -1.658], [0.569, -2.254, -0.856], [0.399, 0.529, 1.660], [-1.461, 1.181, -0.050], [-1.461, 0.674, -1.140], [-1.978, 0.725, 0.816], [-0.937, 2.133, 0.160]], "gap_ha": 0.36045, "smiles": "C=C=N.C=O", "homo_energy_ev": -9.23, "total_charge": 0}

<B>
{"formula": "C3H5NO", "method": "the ωB97M-V functional and the def2-TZVPD basis", "species": ["O", "C", "N", "C", "C", "H", "H", "H", "H", "H"], "coordinates": [[-0.561, 1.822, -1.142], [-0.881, 0.972, -0.159], [-0.112, -0.010, 0.081], [0.342, -1.109, 0.887], [1.167, -0.525, -0.245], [-1.788, 1.191, 0.392], [0.612, -0.862, 1.914], [-0.271, -2.008, 0.790], [1.114, -1.113, -1.168], [0.378, 1.643, -1.349]], "gap_ha": 0.30548, "homo_energy_ev": -7.40, "total_charge": 0}

<C>
{"formula": "C3H5NO", "method": "the ωB97M-V functional and the def2-TZVPD basis", "species": ["O", "C", "N", "C", "C", "H", "H", "H", "H", "H"], "coordinates": [[2.133, -0.794, 0.459], [1.528, 0.201, 0.140], [0.326, 0.203, -0.555], [-0.924, 0.619, 0.049], [-0.665, -0.810, -0.303], [1.907, 1.223, 0.326], [-0.914, 0.886, 1.105], [-1.577, 1.230, -0.569], [-1.136, -1.245, -1.182], [-0.449, -1.504, 0.507]], "gap_ha": 0.40314, "smiles": "O=CN1CC1", "homo_energy_ev": -10.00, "total_charge": 0}

<D>
{"formula": "C3H5NO", "method": "the ωB97M-V functional and the def2-TZVPD basis", "species": ["O", "C", "C", "C", "N", "H", "H", "H", "H", "H"], "coordinates": [[1.556, 0.090, 1.612], [1.349, -0.321, 0.487], [0.341, 0.261, -0.426], [-1.152, -0.096, -0.397], [-0.670, 1.144, 0.139], [1.941, -1.154, 0.069], [0.325, -0.004, -1.467], [-1.701, 0.065, -1.333], [-1.417, -0.969, 0.171], [-0.572, 0.983, 1.145]], "gap_ha": 0.37358, "smiles": "O=C[C@H]1CN1", "homo_energy_ev": -9.49, "total_charge": 0}

Which of them is least stable? Easy: <B>.